# 1
Below is C31H47BrGeN3O4PtSSi as an isolated structure at a distorted geometry, with properties calculated with wB97M-V/def2-TZVPD.

## Properties
2S+1	5
max |F|	1.11	eV Å⁻¹
HOMO (alpha / beta)	-9.721 / -11.134	eV
total energy	-7132.4641	Eh
charge	+1
<S²>	6.086

Each line ends with the Mulliken spin population.
Atoms and positions in Å:
Pt  -0.20  0.22  0.51  0.823
Br  -10.49  -2.22  1.14  0.015
C  -8.82  -2.95  1.61  0.156
C  -8.02  -2.28  2.53  -0.089
C  -6.79  -2.80  2.89  0.143
C  -6.36  -4.00  2.31  -0.020
C  -7.18  -4.68  1.39  0.158
C  -8.41  -4.15  1.04  -0.079
N  -5.12  -4.56  2.56  0.666
N  -4.34  -4.00  3.42  0.641
C  -3.33  -3.17  3.08  -0.005
C  -2.59  -2.63  4.15  0.219
C  -1.57  -1.70  3.96  -0.034
C  -1.27  -1.25  2.70  0.189
O  -0.32  -0.35  2.44  0.309
C  -1.98  -1.80  1.60  -0.029
N  -1.58  -1.32  0.38  0.021
C  -2.08  -1.85  -0.72  -0.043
C  -3.03  -2.87  -0.67  0.060
C  -3.49  -3.32  0.54  -0.039
C  -2.97  -2.78  1.73  0.034
H  -8.37  -1.35  2.98  -0.003
H  -6.17  -2.30  3.61  0.005
H  -6.84  -5.62  0.97  0.002
H  -9.05  -4.66  0.34  -0.002
H  -2.86  -2.96  5.14  -0.004
H  -1.02  -1.31  4.81  -0.001
H  -1.72  -1.46  -1.66  0.000
H  -3.40  -3.29  -1.60  0.004
H  -4.22  -4.11  0.58  -0.011
C  6.26  0.10  -0.48  0.003
C  5.36  -0.16  0.71  0.012
C  4.94  -1.62  0.80  -0.002
C  6.00  0.31  2.01  -0.002
O  4.15  0.66  0.57  0.056
Si  3.17  0.91  -0.68  -0.049
S  1.47  1.71  0.52  0.847
O  3.57  2.05  -1.72  0.011
C  3.83  3.48  -1.69  0.002
C  2.52  4.19  -1.96  0.014
C  4.83  3.74  -2.81  0.004
C  4.41  3.87  -0.34  -0.002
O  2.70  -0.44  -1.41  -0.043
C  2.45  -0.82  -2.79  -0.014
C  2.04  -2.29  -2.73  -0.003
C  3.71  -0.65  -3.61  0.002
C  1.31  0.04  -3.33  0.041
H  7.20  -0.44  -0.37  0.001
H  6.49  1.17  -0.57  0.000
H  5.79  -0.23  -1.41  -0.001
H  5.83  -2.24  0.95  0.000
H  4.44  -1.94  -0.12  0.001
H  4.27  -1.77  1.64  0.000
H  6.89  -0.27  2.21  0.000
H  5.30  0.19  2.84  0.000
H  6.27  1.37  1.94  0.000
H  2.11  3.89  -2.92  -0.002
H  2.67  5.27  -1.98  0.001
H  1.78  3.97  -1.18  0.002
H  4.43  3.39  -3.76  0.000
H  5.77  3.22  -2.61  0.000
H  5.04  4.81  -2.89  0.000
H  3.71  3.69  0.47  0.002
H  4.65  4.94  -0.34  0.000
H  5.33  3.32  -0.14  0.000
H  2.84  -2.88  -2.29  0.000
H  1.84  -2.67  -3.73  0.000
H  1.14  -2.41  -2.12  0.000
H  4.52  -1.26  -3.20  0.000
H  4.03  0.40  -3.63  -0.001
H  3.54  -0.97  -4.64  0.000
H  0.43  -0.07  -2.70  -0.029
H  1.05  -0.26  -4.34  0.000
H  1.60  1.09  -3.34  -0.004
C  -3.05  3.90  -1.05  -0.003
Ge  -2.30  2.63  0.21  0.027
C  -3.65  1.56  1.13  0.006
C  -1.17  3.53  1.51  0.010
C  -1.22  1.33  -0.86  0.049
H  -3.57  4.70  -0.52  -0.001
H  -3.77  3.42  -1.72  0.000
H  -2.26  4.34  -1.66  0.000
H  -4.31  2.20  1.72  0.001
H  -3.17  0.85  1.81  -0.005
H  -4.26  1.00  0.42  0.000
H  -1.78  4.24  2.08  0.002
H  -0.37  4.09  1.03  -0.001
H  -0.74  2.83  2.22  -0.001
H  -0.55  1.84  -1.55  -0.005
H  -1.88  0.66  -1.40  -0.012

# 2
Below is a 11-piece molecular cluster, C14H48BF4O14 overall at a distorted geometry, with properties calculated with wB97M-V/def2-TZVPD.

## Properties
max |F|	3.16	eV Å⁻¹
HOMO	-7.242	eV
total energy	-2040.1356	Eh
charge	-1

Each line ends with the Löwdin charge.
Atoms and positions in Å:
B  -1.24  -0.11  -0.40  -1.323
F  0.07  0.33  -0.09  0.135
F  -1.82  0.74  -1.33  0.118
F  -1.15  -1.33  -1.04  0.152
F  -2.07  -0.17  0.68  0.175
O  -0.78  -3.88  0.49  -0.056
H  -1.71  -3.71  0.59  -0.010
H  -0.49  -3.26  -0.18  -0.017
O  -3.47  -2.62  0.63  -0.035
H  -2.89  -1.86  0.60  0.000
H  -4.16  -2.42  0.00  0.003
O  -3.04  1.20  -3.73  -0.048
H  -2.73  2.08  -3.98  0.032
H  -2.94  1.17  -2.78  0.000
O  -2.18  2.63  0.33  -0.047
H  -1.80  2.08  -0.36  -0.020
H  -2.31  2.04  1.07  0.011
C  -4.58  -1.47  -2.47  -0.254
C  -3.56  -2.30  -3.24  -0.244
O  -4.12  -3.27  -4.09  -0.054
O  -5.32  -2.20  -1.55  -0.056
H  -5.36  -1.05  -3.11  0.127
H  -3.92  -0.73  -2.02  0.108
H  -2.97  -2.84  -2.50  0.124
H  -2.89  -1.63  -3.77  0.114
H  -4.81  -2.89  -4.63  0.080
H  -6.01  -2.63  -2.06  0.099
C  1.26  2.12  -3.09  -0.163
C  2.42  3.12  -3.16  -0.288
O  2.61  3.42  -4.48  -0.062
O  1.86  0.79  -3.44  -0.096
H  0.45  2.44  -3.76  0.108
H  0.74  2.05  -2.14  0.093
H  3.31  2.66  -2.73  0.104
H  2.36  4.03  -2.57  0.115
H  2.68  2.60  -4.97  0.085
H  1.22  0.10  -3.24  -0.011
C  1.30  -0.69  3.11  -0.265
C  2.44  -1.67  2.79  -0.230
O  3.44  -1.86  3.78  -0.079
O  0.60  -1.14  4.21  -0.057
H  0.76  -0.65  2.17  0.111
H  1.61  0.30  3.42  0.104
H  3.04  -1.20  2.02  0.094
H  2.03  -2.65  2.53  0.128
H  4.00  -2.51  3.34  0.073
H  -0.30  -0.82  4.17  0.020
C  1.00  -2.31  -3.02  -0.192
C  2.09  -2.22  -1.94  -0.267
O  1.54  -2.24  -0.69  -0.038
O  0.18  -1.16  -3.27  -0.072
H  0.34  -3.14  -2.75  0.123
H  1.45  -2.58  -3.97  0.119
H  2.67  -1.32  -2.10  0.111
H  2.75  -3.07  -2.10  0.123
H  1.04  -1.43  -0.56  0.058
H  -0.45  -1.11  -2.55  0.044
C  2.58  2.42  0.53  -0.069
C  4.04  2.62  0.75  -0.480
C  4.69  1.18  0.68  -0.033
O  4.63  3.38  -0.27  -0.050
H  2.13  1.94  1.40  0.073
H  2.37  1.78  -0.33  0.068
H  2.06  3.37  0.38  0.086
H  4.21  3.12  1.70  0.132
H  4.51  0.46  1.48  0.061
H  5.77  1.26  0.64  0.067
H  4.38  0.71  -0.25  0.075
H  4.50  4.31  -0.06  0.088
C  -1.87  0.44  6.03  -0.052
C  -1.93  0.90  4.56  -0.373
C  -0.72  1.86  4.22  -0.045
O  -1.96  -0.32  3.70  -0.082
H  -2.64  -0.29  6.25  0.078
H  -1.97  1.25  6.75  0.075
H  -0.90  -0.01  6.26  0.075
H  -2.90  1.31  4.27  0.127
H  0.19  1.67  4.79  0.072
H  -0.98  2.89  4.45  0.070
H  -0.43  1.99  3.17  0.069
H  -1.94  -0.02  2.79  0.057

# 3
Below is C3H7NO3S as an isolated structure at a distorted geometry, with properties calculated with wB97M-V/def2-TZVPD.

## Properties
max |F|	4.54	eV Å⁻¹
HOMO	-8.930	eV
total energy	-797.0682	Eh
charge	0

Each line ends with the natural charge from an NBO analysis.
Atoms and positions in Å:
C  1.47  0.79  0.33  -0.269
C  1.62  -0.80  0.43  -0.086
C  -0.48  -0.32  -0.36  0.135
N  0.28  0.79  -0.55  -0.659
O  -2.26  1.43  -0.03  -0.970
O  -2.99  -0.96  -0.12  -0.859
O  0.28  -1.30  0.16  -0.517
S  -1.99  0.15  0.63  1.431
H  1.48  1.17  1.37  0.193
H  2.38  1.20  -0.14  0.210
H  2.42  -1.22  -0.22  0.190
H  2.05  -1.26  1.49  0.191
H  -1.04  -0.63  -1.57  0.117
H  -2.96  -0.69  -1.02  0.478
H  -0.25  1.65  -0.41  0.417

# 4
Below is C4H9FeO3 as an isolated structure at a distorted geometry, with properties calculated with wB97M-V/def2-TZVPD.

## Properties
2S+1	7
max |F|	2.28	eV Å⁻¹
HOMO (alpha / beta)	-11.185 / -14.762	eV
total energy	-1646.8230	Eh
charge	+1
<S²>	12.012

Each line ends with the Mulliken spin population.
Atoms and positions in Å:
O  0.60  -1.39  1.24  0.355
C  -0.46  -0.54  1.50  0.026
C  -0.13  0.90  1.15  -0.002
O  0.41  0.89  -0.17  -0.105
C  0.67  2.18  -0.71  -0.039
Fe  1.51  -0.87  -0.36  5.700
H  -0.77  -0.56  2.57  0.013
H  -1.37  -0.83  0.91  0.014
H  0.63  1.31  1.84  -0.002
H  -1.02  1.55  1.18  0.004
H  1.06  2.04  -1.72  0.029
H  -0.26  2.76  -0.75  0.004
H  1.41  2.71  -0.10  0.005
O  0.09  -1.54  -1.72  -0.016
C  -0.59  -2.55  -1.64  0.003
H  -0.41  -3.30  -0.85  0.004
H  -1.39  -2.74  -2.37  0.008

# 5
Below is C2H6IrO3 as an isolated structure at a distorted geometry, with properties calculated with wB97M-V/def2-TZVPD.

## Properties
2S+1	5
max |F|	4.18	eV Å⁻¹
HOMO (alpha / beta)	-13.800 / -15.848	eV
total energy	-409.2673	Eh
charge	+1
<S²>	6.012

Each line ends with the Mulliken spin population.
Atoms and positions in Å:
O  -0.28  -1.22  -0.11  0.371
Ir  -1.31  -0.19  -1.04  3.131
O  -2.97  0.57  -1.39  0.309
C  0.88  -1.16  0.64  0.003
C  1.22  0.25  1.10  0.032
H  0.78  -1.81  1.54  0.010
H  1.74  -1.57  0.07  0.014
H  0.41  0.67  1.71  0.008
H  2.15  0.26  1.70  -0.001
H  1.37  0.91  0.23  0.009
O  -2.00  1.17  -2.34  0.103
H  -2.00  2.11  -2.11  0.010

# 6
Below is one molecule with the formula C5H11NO, with properties calculated with wB97M-V/def2-TZVPD.

## Properties
max |F|	0.64	eV Å⁻¹
HOMO	-9.519	eV
SMILES	CCN1C[C@H]1CO
total energy	-327.0561	Eh
charge	0

Each line ends with the natural charge from an NBO analysis.
Atoms and positions in Å:
C  2.02  -0.03  -1.15  -0.612
C  1.51  -0.50  0.21  -0.209
N  0.27  0.19  0.52  -0.436
C  -0.61  -0.36  1.53  -0.258
C  -0.99  -0.38  0.09  -0.107
C  -2.04  0.57  -0.43  -0.064
O  -1.76  1.88  -0.01  -0.725
H  2.94  -0.55  -1.43  0.213
H  2.21  1.04  -1.13  0.214
H  1.26  -0.22  -1.92  0.206
H  1.36  -1.60  0.21  0.165
H  2.25  -0.28  0.99  0.197
H  -0.36  -1.34  1.95  0.189
H  -1.04  0.35  2.23  0.211
H  -1.02  -1.37  -0.36  0.198
H  -2.18  0.54  -1.52  0.163
H  -2.98  0.17  0.01  0.169
H  -0.81  1.87  0.20  0.487

# 7
Below is a 4-piece molecular cluster, C11H27BFN2O4 overall, with properties calculated with wB97M-V/def2-TZVPD.

## Properties
max |F|	0.79	eV Å⁻¹
HOMO	-11.828	eV
total energy	-970.2676	Eh
charge	+1

Each line ends with the natural charge from an NBO analysis.
Atoms and positions in Å:
C  1.30  1.09  -0.53  -0.406
N  0.92  2.30  -1.27  -0.781
C  1.94  3.12  -1.93  -0.393
B  -0.43  2.66  -1.19  1.267
O  -1.08  3.60  -0.49  -0.896
N  -1.37  1.79  -2.17  -0.359
F  -2.72  2.04  -2.05  -0.180
H  2.16  0.60  -0.97  0.219
H  0.47  0.38  -0.59  0.202
H  1.49  1.29  0.52  0.226
H  1.62  3.41  -2.93  0.197
H  2.17  4.03  -1.38  0.203
H  2.85  2.53  -2.03  0.221
H  -1.58  3.35  0.28  0.544
H  -1.10  2.01  -3.14  0.426
H  -1.25  0.76  -2.09  0.473
C  3.73  3.92  2.91  -0.723
C  4.01  2.73  2.03  0.607
O  3.28  1.76  2.01  -0.571
C  5.25  2.80  1.17  -0.724
H  2.82  3.75  3.48  0.235
H  4.56  4.08  3.60  0.242
H  3.62  4.82  2.31  0.231
H  6.13  2.92  1.80  0.243
H  5.20  3.66  0.51  0.230
H  5.35  1.89  0.59  0.233
C  -0.18  -2.78  -0.74  -0.730
C  -0.77  -2.07  -1.92  0.665
O  -0.50  -0.90  -2.16  -0.661
C  -1.70  -2.86  -2.79  -0.734
H  0.48  -2.13  -0.18  0.234
H  -0.99  -3.14  -0.10  0.250
H  0.39  -3.66  -1.08  0.256
H  -2.54  -3.22  -2.20  0.265
H  -1.18  -3.73  -3.19  0.254
H  -2.06  -2.25  -3.62  0.236
C  -4.42  -5.19  2.45  -0.723
C  -4.20  -4.18  1.36  0.597
O  -4.50  -4.39  0.21  -0.546
C  -3.56  -2.86  1.76  -0.723
H  -4.88  -6.09  2.04  0.244
H  -3.47  -5.45  2.92  0.233
H  -5.07  -4.78  3.23  0.237
H  -2.57  -3.04  2.18  0.226
H  -4.16  -2.34  2.50  0.239
H  -3.48  -2.25  0.87  0.217